Below is one molecule with the formula C3H4N2S2, with properties calculated with ωB97M-V/def2-TZVPD.

Last column: natural (NBO) charge in e.
Atoms and positions in Å:
C1 1.74681 0.25325 0.42565  -0.2768
C2 0.47739 -0.00175 0.71777  -0.3125
C3 -2.10321 -0.64406 0.82507  -0.7234
N1 2.19417 0.73185 -0.78509  0.0015
N2 1.81413 0.87815 -1.88593  -0.1542
S1 1.20892 0.80117 -3.28057  0.2611
S2 -0.91245 0.32760 -0.16874  0.3090
H1 2.55100 0.13206 1.13352  0.2158
H2 -2.60752 0.01577 1.52539  0.2196
H3 -1.54758 -1.41209 1.35116  0.2430
H4 -2.82165 -1.08195 0.14177  0.2170

Computed properties:
- LUMO energy (alpha / beta): -1.00 / -1.43 eV
- Strongest force on any atom: 3.1 eV Å⁻¹
- Charge: 0
- Total energy: -27821.0214 eV

Below is one molecule with the formula C3H4N2S2, with properties calculated with ωB97M-V/def2-TZVPD.

Last column: natural (NBO) charge in e.
Atoms and positions in Å:
S1 -2.96763 -0.81481 -0.10568  -0.2788
C1 -1.39772 -0.26368 -0.10856  0.2318
N1 -0.96504 1.03024 -0.10171  -0.5468
C2 0.43365 1.11951 -0.07886  -0.0679
C3 0.87189 -0.15717 -0.11011  -0.0685
S2 2.52342 -0.74729 -0.18809  0.0307
N2 -0.23501 -0.99122 -0.08818  -0.5559
H1 -1.61302 1.84774 -0.07778  0.4401
H2 0.95362 2.03704 -0.10177  0.2357
H3 2.66424 -1.06497 1.13411  0.1382
H4 -0.26841 -1.99539 -0.17339  0.4414

Computed properties:
- LUMO energy: 0.50 eV
- Strongest force on any atom: 1.8 eV Å⁻¹
- Charge: 0
- Total energy: -27826.7198 eV

Below is an isolated ion of composition C3H4N3 and charge +1, with properties calculated with ωB97M-V/def2-TZVPD.

Last column: natural (NBO) charge in e.
Atoms and positions in Å:
C1 2.58442 0.19610 1.06088  0.4179
C2 2.35301 -0.51408 -1.12427  0.4177
C3 -0.82817 0.62241 -0.01881  -0.4352
N1 1.20981 -0.27020 -0.93078  -0.0996
N2 1.46696 0.58710 1.11959  -0.3451
N3 0.54561 0.21679 0.16770  -0.0389
H1 3.28077 -0.65271 -1.59752  0.3030
H2 -1.38313 -0.33643 -0.23920  0.2591
H3 -1.23637 1.04515 0.95312  0.2787
H4 -0.81283 1.43221 -0.84565  0.2425

Computed properties:
- LUMO energy: -7.93 eV
- Strongest force on any atom: 2.7 eV Å⁻¹
- Charge: +1
- Total energy: -7631.2297 eV

Below is an isolated ion of composition C3H4N3 and charge +1, with properties calculated with ωB97M-V/def2-TZVPD.

Last column: natural (NBO) charge in e.
Atoms and positions in Å:
C1 -0.68849 -1.91836 0.67423  -0.0181
N1 -0.54892 -1.12232 -0.95499  0.0235
N2 -0.40904 -0.01154 -1.32798  0.0756
C2 0.06042 1.22063 -1.39743  -0.3554
C3 0.64089 1.88851 -0.38236  0.5869
N3 1.26570 2.44653 0.43033  -0.4588
H1 -0.33339 -2.89183 0.43368  0.1987
H2 -1.57462 -1.56865 0.98570  0.1652
H3 -0.15299 1.57224 -2.42776  0.3028
H4 2.16391 2.85069 0.62510  0.4796

Computed properties:
- LUMO energy (alpha / beta): -6.03 / -5.80 eV
- Strongest force on any atom: 5.8 eV Å⁻¹
- Charge: +1
- Total energy: -7631.5201 eV

Below is an isolated ion of composition C3H4N3 and charge +1, with properties calculated with ωB97M-V/def2-TZVPD.

Last column: natural (NBO) charge in e.
Atoms and positions in Å:
C1 -0.82526 -1.18742 -0.05595  0.0305
C2 -1.65134 -0.16998 0.03493  -0.1928
C3 0.76960 0.64767 -0.05233  0.6482
N1 -1.49090 1.12021 -0.09497  -0.0358
N2 -0.18562 1.35310 -0.03566  -0.1715
N3 1.98508 0.39181 -0.02386  -0.7295
H1 -1.02304 -2.19628 0.20201  0.2211
H2 -2.60614 -0.68267 -0.04949  0.2910
H3 2.48886 -0.34774 -0.49441  0.4751
H4 2.53876 1.07131 0.56972  0.4637

Computed properties:
- LUMO energy (alpha / beta): -7.34 / -7.24 eV
- Strongest force on any atom: 4.3 eV Å⁻¹
- Charge: +1
- Total energy: -7631.7275 eV

Below is one molecule with the formula C3H4N4, with properties calculated with ωB97M-V/def2-TZVPD.

Last column: natural (NBO) charge in e.
Atoms and positions in Å:
H1 2.05952 0.88523 -1.76034  0.3668
N1 1.23108 0.94224 -1.17001  -0.5101
C1 0.79231 -0.14917 -0.75106  0.2958
N2 1.11134 -1.48316 -1.07088  -0.2189
N3 0.40453 -2.25356 -0.40361  0.0630
N4 -0.46663 -1.58900 0.46230  -0.3109
C2 -0.38236 -0.33191 0.27219  0.2482
C3 -1.06255 0.76173 0.96311  -0.6767
H2 -1.97559 0.42573 1.44937  0.2450
H3 -1.30492 1.58588 0.29429  0.2460
H4 -0.40674 1.20598 1.71463  0.2518

Computed properties:
- LUMO energy: -1.56 eV
- Strongest force on any atom: 2.5 eV Å⁻¹
- Charge: 0
- Total energy: -9133.6134 eV

Below is one molecule with the formula C3H4N4, with properties calculated with ωB97M-V/def2-TZVPD.

Last column: natural (NBO) charge in e.
Atoms and positions in Å:
C1 1.75975 -0.15040 -0.89895  -0.6456
C2 1.39821 0.14191 0.24003  0.3893
N1 1.01495 0.50662 1.32559  -0.3131
N2 0.07761 0.26084 2.19695  -0.0654
N3 -1.05820 -0.04169 1.79460  0.0426
N4 -1.37740 -0.38167 0.60990  -0.1900
C3 -1.89289 -0.05718 -0.45694  -0.0571
H1 2.54867 -0.99457 -1.12944  0.2485
H2 1.57522 0.43480 -1.78375  0.2453
H3 -1.91586 0.97604 -0.64915  0.1565
H4 -2.13006 -0.69471 -1.24883  0.1890

Computed properties:
- LUMO energy: 0.34 eV
- Strongest force on any atom: 8.2 eV Å⁻¹
- Charge: 0
- Total energy: -9129.7092 eV

Below is one molecule with the formula C3H4N4, with properties calculated with ωB97M-V/def2-TZVPD.

Last column: natural (NBO) charge in e.
Atoms and positions in Å:
H1 -2.42435 0.99896 0.18534  0.3572
N1 -2.52420 0.12942 0.69125  -0.5857
C1 -1.41671 -0.42878 0.70215  0.2820
N2 -0.25070 0.06111 0.06820  -0.2632
C2 0.98417 -0.58697 0.06325  -0.0438
C3 1.79391 0.10005 -0.80898  -0.1388
N3 1.02761 1.13489 -1.23698  -0.2014
N4 -0.12611 1.15108 -0.77801  -0.0374
H2 -1.11554 -1.31487 1.32976  0.1768
H3 1.18297 -1.37850 0.71858  0.2210
H4 2.86896 0.13359 -0.93456  0.2332

Computed properties:
- LUMO energy: 0.44 eV
- Strongest force on any atom: 2.9 eV Å⁻¹
- Charge: 0
- Total energy: -9134.2729 eV

Below is one molecule with the formula C3H4N4O, with properties calculated with ωB97M-V/def2-TZVPD.

Last column: natural (NBO) charge in e.
Atoms and positions in Å:
N1 1.62143 -1.39258 -0.10462  -0.6218
N2 0.48932 -0.73931 -0.02514  -0.1084
N3 -0.71967 -1.56478 -0.03030  0.1000
N4 -1.71823 -0.88121 0.01192  -0.2451
C1 -1.76144 0.39812 -0.00799  0.0223
C2 -0.72995 1.31555 0.03972  -0.2819
C3 0.52125 0.71468 -0.03374  0.5359
O1 1.66807 1.22383 -0.00025  -0.6424
H1 1.93333 -1.64394 0.92156  0.3636
H2 2.36247 -0.59613 -0.48091  0.4108
H3 -2.83768 0.75390 -0.28811  0.2113
H4 -0.82889 2.41186 -0.00214  0.2557

Computed properties:
- LUMO energy: -0.88 eV
- Strongest force on any atom: 6.9 eV Å⁻¹
- Charge: 0
- Total energy: -11179.7990 eV

Below is C3H4N4O as an isolated structure, with properties calculated with ωB97M-V/def2-TZVPD.

Last column: natural (NBO) charge in e.
Atoms and positions in Å:
C1 -0.26151 -0.73326 -0.17957  0.2798
C2 0.43944 0.33049 0.29844  -0.1196
C3 0.37896 1.49947 -0.46269  0.3889
H1 -1.66335 0.38865 -1.20716  0.4266
H2 -2.23373 -1.09159 -0.86580  0.3714
H3 1.79274 0.07924 2.10840  0.4427
H4 1.31902 2.22106 -0.48674  0.1341
N1 -1.07426 -0.76158 -1.26735  -0.7859
N2 -0.03927 -1.84894 0.58648  -0.2202
N3 0.78067 -1.50436 1.43809  -0.0087
N4 1.01782 -0.13797 1.39710  -0.3670
O1 -0.45652 1.55880 -1.35920  -0.5422

Computed properties:
- LUMO energy: -0.27 eV
- Strongest force on any atom: 9.3 eV Å⁻¹
- Charge: 0
- Total energy: -11178.8776 eV

Below is one molecule with the formula C3H4N4O, with properties calculated with ωB97M-V/def2-TZVPD.

Last column: natural (NBO) charge in e.
Atoms and positions in Å:
H1 2.34547 0.39708 -0.31796  0.3454
N1 1.87041 -0.55244 -0.08513  -0.6197
C1 0.57998 -0.50659 0.03040  0.3197
C2 -0.23505 -1.72931 0.15461  0.1006
N2 -1.52902 -1.44394 0.01978  -0.4194
C3 -1.70674 -0.04331 0.08805  0.7508
O1 -2.71736 0.52289 -0.09177  -0.4738
N3 -0.36422 0.48454 -0.11556  -0.3501
N4 0.16549 1.88478 0.13300  -0.5964
H2 0.09970 -2.81347 -0.12151  0.2375
H3 0.60279 2.03576 -0.68273  0.3477
H4 0.88853 1.76400 0.98884  0.3578

Computed properties:
- LUMO energy: -1.21 eV
- Strongest force on any atom: 6.8 eV Å⁻¹
- Charge: 0
- Total energy: -11181.0313 eV

Below is one molecule with the formula C3H4N4O, with properties calculated with ωB97M-V/def2-TZVPD.

Last column: natural (NBO) charge in e.
Atoms and positions in Å:
H1 1.11864 -2.06507 0.17927  0.3362
N1 1.92096 -1.45655 -0.04674  -0.6352
C1 1.59125 -0.24660 -0.43128  0.2595
N2 0.30705 0.27553 -0.55011  -0.1923
O1 0.32964 1.70665 -0.50134  -0.1967
N3 -0.71491 2.18039 0.26469  -0.0250
C2 -1.40939 1.17094 0.63880  -0.0560
C3 -0.89409 -0.13006 0.09189  0.3567
N4 -1.38024 -1.28007 0.20063  -0.6292
H2 -0.88295 -1.90021 -0.39011  0.3443
H3 2.35109 0.45369 -0.66557  0.1992
H4 -2.33704 1.29134 1.20989  0.2385

Computed properties:
- LUMO energy: -0.06 eV
- Strongest force on any atom: 4.1 eV Å⁻¹
- Charge: 0
- Total energy: -11179.7471 eV

Which of these has the lowest strongest force on any atom?
number 2

Among the records above, which one has the lowest total energy?
number 2

Which value of total energy does entry 4 give?
-7631.5201 eV

strongest force on any atom of number 2 (C3H4N2S2)?
1.8 eV Å⁻¹